Record 1
{"formula": "C2H2N3S2", "method": "wB97M-V/def2-TZVPD", "symbols": ["C", "C", "N", "N", "N", "S", "S", "H", "H"], "positions_angstrom": [[-1.0290, 0.0737, 0.6703], [1.3361, -0.0895, -0.1622], [0.2768, -0.0188, 0.7079], [1.7378, 0.7442, -0.9496], [-1.8693, -0.2538, -0.2549], [-3.3794, 0.3145, -0.1911], [2.0794, -1.7359, 0.2232], [-1.5635, 0.3902, 1.6329], [2.4112, 0.5754, -1.6766]], "total_charge": -1, "smiles": "[H]/N=C([S-])/N=C\\N=S", "e_above_lowest_kcal_mol": 61.8, "multiplicity": 1, "homo_energy_ev": [-3.69, -3.69], "max_force_ha_per_bohr": 0.100}

Record 2
{"formula": "C44H42BF4IN4O4STeTi", "method": "wB97M-V/def2-TZVPD", "symbols": ["Ti", "N", "C", "C", "C", "C", "C", "C", "S", "N", "C", "C", "C", "C", "C", "C", "N", "H", "H", "H", "H", "H", "H", "H", "H", "H", "I", "C", "C", "C", "C", "C", "C", "C", "O", "O", "H", "H", "H", "H", "C", "C", "C", "C", "C", "C", "Te", "N", "C", "O", "C", "C", "C", "C", "C", "C", "C", "C", "C", "C", "C", "C", "C", "C", "C", "C", "H", "H", "H", "H", "H", "H", "H", "H", "H", "H", "H", "H", "H", "H", "H", "H", "H", "H", "H", "H", "H", "H", "H", "F", "B", "F", "F", "F", "C", "C", "O", "H", "H", "H", "H", "H", "H"], "positions_angstrom": [[0.3782, 0.0298, -0.0500], [2.8997, 1.5912, 2.8664], [4.1754, 1.0714, 2.5965], [5.3237, 1.7903, 2.9009], [6.5638, 1.2787, 2.5609], [6.6638, 0.0925, 1.8550], [5.5229, -0.6297, 1.5473], [4.2883, -0.1689, 1.9683], [2.7710, -1.0955, 1.7796], [1.7557, 0.1740, 1.3535], [1.9018, 1.3625, 1.9252], [1.1157, 2.3990, 1.3502], [1.0128, 3.7113, 1.8566], [0.4147, 4.6820, 1.0989], [-0.0474, 4.3386, -0.1825], [0.0095, 3.0277, -0.5925], [0.5377, 2.0412, 0.1473], [2.9158, 2.5248, 3.2549], [5.2438, 2.7387, 3.4109], [7.4545, 1.8273, 2.8188], [7.6263, -0.2813, 1.5454], [5.5956, -1.5408, 0.9770], [1.3960, 3.9334, 2.8419], [0.3207, 5.6936, 1.4593], [-0.4476, 5.0867, -0.8429], [-0.3691, 2.7563, -1.5707], [-6.0569, -4.2609, 3.4240], [-4.2744, -3.2819, 2.8720], [-3.2087, -4.0192, 2.3740], [-2.0582, -3.3660, 1.9831], [-1.9732, -1.9785, 2.0899], [-3.0337, -1.2536, 2.6345], [-4.1876, -1.9046, 3.0150], [-0.8843, -1.2344, 1.4537], [-0.8377, 0.0202, 1.4879], [0.0010, -1.8122, 0.7323], [-3.2904, -5.0906, 2.2782], [-1.2149, -3.9109, 1.5880], [-2.9403, -0.1822, 2.7286], [-5.0261, -1.3474, 3.4017], [4.3257, -7.7790, -4.6575], [3.7588, -6.7815, -3.7025], [2.4095, -6.4695, -3.6954], [1.8899, -5.5150, -2.8332], [0.4141, -5.2621, -2.8663], [2.7385, -4.8222, -1.9616], [1.8295, -3.3245, -0.6901], [3.2789, -2.0346, -1.1251], [2.8784, -0.8284, -1.3163], [1.6622, -0.4287, -1.1442], [3.8789, 0.1704, -1.7491], [4.9516, -0.2139, -2.5475], [5.8591, 0.7376, -2.9771], [5.7213, 2.0621, -2.5920], [4.6674, 2.4412, -1.7739], [3.7373, 1.5017, -1.3678], [2.6441, -4.2687, 1.0757], [3.7741, -3.8467, 1.7653], [4.1522, -4.4429, 2.9545], [3.3987, -5.4800, 3.4755], [2.2852, -5.9183, 2.7863], [1.8929, -5.3266, 1.5886], [0.7049, -5.8821, 0.8678], [4.1019, -5.1358, -1.9488], [5.1006, -4.4803, -1.0492], [4.5804, -6.1117, -2.8114], [3.5432, -8.3739, -5.1195], [5.0245, -8.4393, -4.1500], [4.8704, -7.2570, -5.4436], [1.7471, -6.9835, -4.3757], [0.0035, -5.5699, -3.8241], [0.2136, -4.2050, -2.7154], [-0.0878, -5.8430, -2.0931], [5.0497, -1.2507, -2.8308], [6.6749, 0.4440, -3.6205], [6.4302, 2.7998, -2.9390], [4.5686, 3.4682, -1.4584], [2.9018, 1.7867, -0.7374], [4.3713, -3.0414, 1.3725], [5.0338, -4.0967, 3.4703], [3.6794, -5.9486, 4.4055], [1.7032, -6.7396, 3.1763], [-0.0192, -6.2871, 1.5720], [1.0216, -6.6925, 0.2104], [0.2241, -5.1163, 0.2545], [4.7812, -3.4804, -0.7816], [6.0632, -4.4258, -1.5532], [5.2345, -5.0749, -0.1465], [5.6331, -6.3515, -2.7811], [-0.6279, 0.4931, -1.7610], [-2.0597, 0.3035, -1.3359], [-2.2190, 1.2156, -0.3413], [-2.8484, 0.4152, -2.3999], [-2.0478, -0.9875, -0.8074], [0.8627, -1.1984, -4.3670], [-0.4021, -1.7116, -3.6984], [-0.0844, -2.1004, -2.3528], [0.6155, -0.6951, -5.2963], [1.5478, -2.0175, -4.5767], [1.3424, -0.4827, -3.6995], [-0.8056, -2.5794, -4.2378], [-1.1604, -0.9242, -3.6866], [-0.9134, -2.2061, -1.8665]], "total_charge": 1, "e_above_lowest_kcal_mol": 44.5, "multiplicity": 2, "homo_energy_ev": [-9.75, -10.79], "max_force_ha_per_bohr": 0.071}

Record 3
{"formula": "C34H76BaN3O9", "method": "wB97M-V/def2-TZVPD", "symbols": ["Ba", "O", "C", "O", "O", "H", "C", "C", "O", "H", "H", "H", "H", "H", "H", "C", "C", "O", "H", "H", "H", "H", "H", "H", "C", "C", "O", "H", "H", "H", "H", "H", "H", "C", "C", "C", "C", "C", "C", "N", "O", "C", "C", "C", "H", "H", "H", "H", "H", "H", "H", "H", "H", "H", "H", "H", "H", "H", "H", "H", "H", "H", "H", "C", "C", "C", "C", "C", "C", "N", "O", "C", "C", "C", "H", "H", "H", "H", "H", "H", "H", "H", "H", "H", "H", "H", "H", "H", "H", "H", "H", "H", "H", "C", "C", "C", "C", "C", "C", "N", "O", "C", "C", "C", "H", "H", "H", "H", "H", "H", "H", "H", "H", "H", "H", "H", "H", "H", "H", "H", "H", "H", "H"], "positions_angstrom": [[-0.4777, -3.2279, -0.2229], [0.6288, 0.4494, 0.0431], [0.2168, -0.7899, 0.0925], [0.7298, -1.7218, 0.6945], [-0.7728, -1.0968, -0.5518], [0.1314, 0.7917, -0.7032], [2.2413, 0.7518, 3.3481], [1.0839, -0.2603, 2.9865], [1.6136, -1.3534, 2.2893], [2.7798, 1.0358, 2.4439], [3.0004, 0.3746, 4.0333], [1.8466, 1.6527, 3.8178], [0.4585, 0.3203, 2.3083], [0.4098, -0.4475, 3.8224], [1.4380, -1.3106, 1.3465], [-1.9311, -1.5668, -3.1244], [-2.4380, -2.2998, -1.8589], [-1.5839, -3.4066, -1.6030], [-2.3628, -0.5659, -3.1290], [-2.1602, -2.1665, -4.0053], [-0.8457, -1.4735, -3.1607], [-3.4335, -2.7347, -1.9474], [-2.4527, -1.6845, -0.9592], [-1.8636, -4.0111, -2.2944], [-0.3770, -2.8907, 2.7540], [-0.4181, -4.4101, 2.6016], [-0.3788, -4.7171, 1.2340], [-1.3136, -2.4099, 2.4719], [0.4500, -2.4983, 2.1623], [-0.2981, -2.7461, 3.8315], [-1.3010, -4.8760, 3.0393], [0.4856, -4.8577, 3.0151], [-0.2128, -5.6617, 1.2764], [-1.1158, 1.5519, -4.0194], [-0.0707, 1.2425, -2.8538], [0.9714, 2.3555, -2.8342], [0.5764, 3.7410, -2.2342], [0.0287, 3.4484, -0.8686], [-1.1708, 2.4893, -0.8494], [-0.7889, 1.2477, -1.5284], [-1.7416, 0.2282, -1.4511], [-1.4133, 2.1320, 0.6518], [-2.3939, 3.1334, -1.3573], [0.6388, -0.1094, -3.1175], [-0.7249, 1.2904, -5.0027], [-1.4341, 2.5906, -4.1085], [-2.0458, 1.0041, -3.8674], [1.8659, 1.9811, -2.3364], [1.2879, 2.6669, -3.8297], [-0.2574, 4.1042, -2.8350], [1.4446, 4.3964, -2.1653], [-0.2613, 4.4165, -0.4602], [0.8591, 3.0906, -0.2600], [-0.5909, 1.5755, 1.1014], [-1.4031, 3.0150, 1.2908], [-2.3189, 1.5287, 0.7145], [-3.3412, 2.6486, -1.1212], [-2.3733, 4.1025, -0.8588], [-2.5833, 3.2535, -2.4240], [0.9948, -0.4547, -2.1469], [1.4172, 0.0747, -3.8580], [0.0559, -0.9317, -3.5323], [-1.2866, -0.5109, -1.0410], [-1.2211, 0.6839, 3.0122], [-2.6076, 0.1760, 2.8013], [-3.6609, 1.1591, 3.3799], [-5.0737, 0.9760, 2.8057], [-4.9774, 1.1403, 1.2950], [-4.0723, 0.0332, 0.6727], [-2.7470, 0.1420, 1.2900], [-1.8293, -0.7289, 0.6654], [-4.8213, -1.3405, 0.7891], [-3.8611, 0.3251, -0.8661], [-2.7042, -1.1899, 3.5582], [-1.0928, 1.6434, 2.5111], [-0.5327, -0.1032, 2.7046], [-0.9028, 0.7887, 4.0494], [-3.9615, 0.8876, 4.3918], [-3.2865, 2.1811, 3.4378], [-5.7070, 1.7493, 3.2406], [-5.6471, 0.1023, 3.1154], [-4.5136, 2.1192, 1.1735], [-5.9355, 1.0855, 0.7781], [-4.7279, -1.7162, 1.8081], [-5.8686, -1.1440, 0.5600], [-4.4281, -2.1657, 0.1953], [-3.1576, -0.3410, -1.3656], [-4.7676, 0.1211, -1.4360], [-3.5393, 1.3451, -1.0765], [-2.4229, -1.0667, 4.6040], [-2.0539, -1.9184, 3.0740], [-3.7516, -1.4805, 3.4769], [-1.3279, -0.0499, 0.2081], [4.2664, 0.4345, -2.9938], [4.7706, 0.7874, -1.5448], [3.6718, 1.5637, -0.7606], [2.5840, 0.7255, -0.1353], [3.1955, -0.3904, 0.6742], [4.2521, -1.2047, -0.0786], [5.2612, -0.3476, -0.7129], [6.2014, -1.0803, -1.3748], [4.9871, -1.9401, 1.1246], [3.6328, -2.2552, -1.0478], [5.9234, 1.8134, -1.7145], [4.9884, -0.1726, -3.5398], [3.9337, 1.2296, -3.6611], [3.4129, -0.2413, -2.9403], [4.1759, 2.0806, 0.0560], [3.1770, 2.2857, -1.4102], [1.9429, 0.2475, -0.8760], [1.9173, 1.3229, 0.4866], [2.3715, -1.0135, 1.0220], [3.5247, 0.0598, 1.6107], [5.4828, -1.2736, 1.8303], [4.3031, -2.5688, 1.6946], [5.6981, -2.6527, 0.7064], [2.8901, -1.7956, -1.6999], [4.3793, -2.7607, -1.6605], [3.1468, -3.0806, -0.5275], [6.6274, 1.4384, -2.4574], [6.3157, 2.0426, -0.7237], [5.4890, 2.6813, -2.2108], [6.9602, -0.8421, -0.8374]], "total_charge": 1, "e_above_lowest_kcal_mol": 850.2, "multiplicity": 1, "homo_energy_ev": -10.18, "max_force_ha_per_bohr": 0.382}